(1)
Density functional theory data (ωB97M-V/def2-TZVPD) for C9H12Br3N3O3S as an isolated structure.

```
! RIJCOSX wB97M-V def2-TZVPD def2/J DEFGRID3
* xyz 0 1
C -3.4130 1.5187 -0.2623
S -1.8205 2.2944 0.0104
O -1.1642 2.4639 -1.2557
O -2.0198 3.4426 0.8439
C -0.8523 1.0416 0.9345
C -1.2307 -0.2774 0.4078
N -1.4899 -1.2839 -0.0774
C 0.6782 1.1879 0.6519
C 1.0921 2.5966 0.7737
N 1.2431 3.7291 0.8821
C 1.4435 0.3507 1.7147
C 2.7448 -0.3215 1.2031
C 3.3097 0.3279 -0.0449
N 3.1388 -0.4300 -1.2609
O 3.8453 1.4017 -0.0107
H -3.6331 0.9050 0.6127
H -4.1514 2.3101 -0.3415
H -3.3576 0.8970 -1.1508
H -1.0735 1.0581 2.0008
H 0.8358 0.8202 -0.3597
H 1.6659 0.9772 2.5755
H 0.7743 -0.4372 2.0631
H 3.4981 -0.2441 1.9874
H 2.5527 -1.3777 1.0330
H 2.6749 0.1432 -1.9560
H 4.0407 -0.7278 -1.6124
C -1.9010 -4.3963 -1.7799
Br -3.6763 -4.8572 -2.3669
Br -1.1023 -5.8159 -0.7526
Br -0.7807 -3.8712 -3.2534
H -1.9881 -3.5374 -1.1283
*
```

Computed properties:
HOMO: -0.37672 Ha
gap between HOMO and LUMO: 10.3 eV
total energy: -241100.90228 eV
energy above the lowest of the compared OMol25 structures with the same formula, charge and spin: 0.00 kcal per mole

Calculated atomic charges, method natural (NBO), unit e: atom 1 (C): -0.87, atom 2 (S): 2.18, atom 3 (O): -0.93, atom 4 (O): -0.91, atom 5 (C): -0.55, atom 6 (C): 0.28, atom 7 (N): -0.30, atom 8 (C): -0.31, atom 9 (C): 0.26, atom 10 (N): -0.25, atom 11 (C): -0.37, atom 12 (C): -0.51, atom 13 (C): 0.70, atom 14 (N): -0.93, atom 15 (O): -0.51, atom 16 (H): 0.24, atom 17 (H): 0.27, atom 18 (H): 0.26, atom 19 (H): 0.28, atom 20 (H): 0.27, atom 21 (H): 0.24, atom 22 (H): 0.22, atom 23 (H): 0.24, atom 24 (H): 0.23, atom 25 (H): 0.39, atom 26 (H): 0.39, atom 27 (C): -0.50, atom 28 (Br): 0.08, atom 29 (Br): 0.08, atom 30 (Br): 0.09, atom 31 (H): 0.24

(2)
Density functional theory data (ωB97M-V/def2-TZVPD) for a 10-piece molecular cluster, H20O10 overall.

```
! RIJCOSX wB97M-V def2-TZVPD def2/J DEFGRID3
* xyz 0 1
O 21.1954 -19.2762 -3.6516
H 20.6635 -18.9872 -2.9101
H 21.2901 -20.2203 -3.5256
O 18.7173 -14.7316 -8.6687
H 18.1682 -15.4974 -8.8365
H 18.5304 -14.1382 -9.3961
O 17.0526 -17.4597 -4.8110
H 17.0640 -16.7800 -5.4850
H 16.8201 -18.2602 -5.2814
O 19.5143 -12.2741 -5.2817
H 19.7322 -13.0626 -5.7787
H 18.9624 -11.7624 -5.8732
O 15.1470 -22.5546 -4.3711
H 14.9493 -21.6226 -4.4637
H 14.2903 -22.9813 -4.3561
O 14.6005 -20.5306 -8.4083
H 14.8805 -21.4438 -8.3467
H 13.7628 -20.5670 -8.8701
O 17.8121 -16.2742 -1.1358
H 17.4192 -16.6211 -1.9367
H 17.0824 -15.8703 -0.6660
O 16.0087 -17.0544 -9.5744
H 15.6993 -17.9418 -9.3928
H 15.5644 -16.8065 -10.3852
O 15.9391 -12.7273 -3.4251
H 16.8790 -12.8241 -3.5782
H 15.7604 -11.8043 -3.6052
O 12.9898 -15.5875 -6.1291
H 12.9005 -15.3310 -5.2112
H 13.2659 -16.5035 -6.0965
*
```

Computed properties:
SMILES string: O.O.O.O.O.O.O.O.O.O
HOMO: -0.40954 Ha
gap between HOMO and LUMO: 11.1 eV
total energy: -20799.17171 eV
energy above the lowest of the compared OMol25 structures with the same formula, charge and spin: 79.35 kcal per mole

Calculated atomic charges, method natural (NBO), unit e: atom 1 (O): -0.94, atom 2 (H): 0.47, atom 3 (H): 0.46, atom 4 (O): -0.95, atom 5 (H): 0.48, atom 6 (H): 0.47, atom 7 (O): -0.94, atom 8 (H): 0.48, atom 9 (H): 0.47, atom 10 (O): -0.94, atom 11 (H): 0.48, atom 12 (H): 0.47, atom 13 (O): -0.93, atom 14 (H): 0.47, atom 15 (H): 0.47, atom 16 (O): -0.95, atom 17 (H): 0.48, atom 18 (H): 0.47, atom 19 (O): -0.94, atom 20 (H): 0.48, atom 21 (H): 0.47, atom 22 (O): -0.95, atom 23 (H): 0.48, atom 24 (H): 0.47, atom 25 (O): -0.94, atom 26 (H): 0.48, atom 27 (H): 0.47, atom 28 (O): -0.94, atom 29 (H): 0.47, atom 30 (H): 0.47

Repeat the second record exactly.
Density functional theory data (ωB97M-V/def2-TZVPD) for a 10-piece molecular cluster, H20O10 overall.

```
! RIJCOSX wB97M-V def2-TZVPD def2/J DEFGRID3
* xyz 0 1
O 21.1954 -19.2762 -3.6516
H 20.6635 -18.9872 -2.9101
H 21.2901 -20.2203 -3.5256
O 18.7173 -14.7316 -8.6687
H 18.1682 -15.4974 -8.8365
H 18.5304 -14.1382 -9.3961
O 17.0526 -17.4597 -4.8110
H 17.0640 -16.7800 -5.4850
H 16.8201 -18.2602 -5.2814
O 19.5143 -12.2741 -5.2817
H 19.7322 -13.0626 -5.7787
H 18.9624 -11.7624 -5.8732
O 15.1470 -22.5546 -4.3711
H 14.9493 -21.6226 -4.4637
H 14.2903 -22.9813 -4.3561
O 14.6005 -20.5306 -8.4083
H 14.8805 -21.4438 -8.3467
H 13.7628 -20.5670 -8.8701
O 17.8121 -16.2742 -1.1358
H 17.4192 -16.6211 -1.9367
H 17.0824 -15.8703 -0.6660
O 16.0087 -17.0544 -9.5744
H 15.6993 -17.9418 -9.3928
H 15.5644 -16.8065 -10.3852
O 15.9391 -12.7273 -3.4251
H 16.8790 -12.8241 -3.5782
H 15.7604 -11.8043 -3.6052
O 12.9898 -15.5875 -6.1291
H 12.9005 -15.3310 -5.2112
H 13.2659 -16.5035 -6.0965
*
```

Computed properties:
SMILES string: O.O.O.O.O.O.O.O.O.O
HOMO: -0.40954 Ha
gap between HOMO and LUMO: 11.1 eV
total energy: -20799.17171 eV
energy above the lowest of the compared OMol25 structures with the same formula, charge and spin: 79.35 kcal per mole

Calculated atomic charges, method natural (NBO), unit e: atom 1 (O): -0.94, atom 2 (H): 0.47, atom 3 (H): 0.46, atom 4 (O): -0.95, atom 5 (H): 0.48, atom 6 (H): 0.47, atom 7 (O): -0.94, atom 8 (H): 0.48, atom 9 (H): 0.47, atom 10 (O): -0.94, atom 11 (H): 0.48, atom 12 (H): 0.47, atom 13 (O): -0.93, atom 14 (H): 0.47, atom 15 (H): 0.47, atom 16 (O): -0.95, atom 17 (H): 0.48, atom 18 (H): 0.47, atom 19 (O): -0.94, atom 20 (H): 0.48, atom 21 (H): 0.47, atom 22 (O): -0.95, atom 23 (H): 0.48, atom 24 (H): 0.47, atom 25 (O): -0.94, atom 26 (H): 0.48, atom 27 (H): 0.47, atom 28 (O): -0.94, atom 29 (H): 0.47, atom 30 (H): 0.47

Look up the gap between HOMO and LUMO of the first one.
10.3 eV

Among the records above, which one has the highest gap between HOMO and LUMO?
H20O10